Computed, not measured: a cluster of 9 separate species, C48H114O6 in total, with the ωB97M-V functional and the def2-TZVPD basis.

XYZ file:
```
168
Properties=species:S:1:pos:R:3
C -5.52627 -1.37022 5.11689
C -5.76102 -0.90415 3.66930
C -6.17308 0.55967 3.64948
C -6.15997 1.11758 2.20267
C -6.79434 2.46850 2.23526
C -5.83346 3.49537 2.87985
H -5.53972 -2.43026 5.37031
H -6.31059 -0.96363 5.75535
H -4.62565 -1.05938 5.64639
H -4.84330 -1.05700 3.10137
H -6.50484 -1.51053 3.15244
H -5.37194 1.08016 4.17424
H -7.08374 0.70786 4.22985
H -5.14117 1.05669 1.82004
H -6.77366 0.47297 1.57342
H -7.08702 2.71347 1.21426
H -7.71812 2.42168 2.81193
H -6.23449 4.49541 3.04477
H -5.41965 3.09336 3.80465
H -5.05723 3.72811 2.15089
C 5.32077 -1.56418 3.87996
C 4.85759 -0.89403 2.55798
C 5.19187 0.61390 2.43400
C 4.42498 1.31627 1.36509
C 4.93066 0.89993 0.00160
C 4.37824 1.79662 -1.09044
H 4.73659 -2.46407 4.07241
H 5.09313 -0.88481 4.70138
H 6.38785 -1.76967 3.96488
H 5.31299 -1.37659 1.69321
H 3.78626 -1.09468 2.56806
H 6.26066 0.79218 2.31561
H 4.91109 1.16584 3.33102
H 3.34784 1.19837 1.48336
H 4.67213 2.36369 1.53806
H 6.02005 0.93188 0.01938
H 4.63510 -0.11805 -0.25228
H 4.93267 1.47590 -1.97241
H 3.33099 1.69115 -1.37370
H 4.61658 2.85693 -1.00660
C -4.05962 -0.47806 -0.11541
C -3.43018 -0.98123 -1.42556
C -4.24446 -2.00870 -2.23305
C -3.59340 -2.33088 -3.63834
C -4.23174 -3.46163 -4.39179
C -4.21199 -4.80651 -3.69448
H -4.27147 -1.26363 0.60992
H -5.07303 -0.18515 -0.38982
H -3.53043 0.38520 0.28812
H -3.22683 -0.09838 -2.03163
H -2.46382 -1.40544 -1.15297
H -5.22979 -1.59927 -2.45573
H -4.45035 -2.90491 -1.64780
H -3.66716 -1.46946 -4.30214
H -2.51806 -2.48107 -3.54250
H -5.25242 -3.32216 -4.74796
H -3.72391 -3.52448 -5.35421
H -4.67353 -4.72214 -2.71064
H -4.71582 -5.57634 -4.27897
H -3.19284 -5.16299 -3.54488
C 2.91679 -3.97933 -0.91622
C 4.19451 -3.40457 -1.47592
C 5.36284 -3.48458 -0.51800
C 6.65289 -2.72772 -0.99327
C 7.80898 -2.63459 0.04621
C 9.05161 -1.98845 -0.60940
H 2.68965 -3.57736 0.07116
H 3.12261 -4.99270 -0.57151
H 2.05712 -3.94679 -1.58555
H 4.43459 -3.85023 -2.44124
H 4.04247 -2.35856 -1.74208
H 5.65122 -4.52428 -0.36325
H 5.05379 -3.28703 0.50843
H 7.10048 -3.17340 -1.88160
H 6.35145 -1.72505 -1.29641
H 7.52926 -2.00634 0.89189
H 8.08425 -3.59137 0.48993
H 8.82497 -1.01086 -1.03490
H 9.82006 -1.84473 0.15015
H 9.50137 -2.58669 -1.40183
C -0.67942 -0.49896 -7.21997
C 0.20891 -0.01452 -6.02156
C 0.88015 -1.14590 -5.19788
C -0.00116 -2.27738 -4.63849
C 0.78759 -3.44295 -4.11120
C -0.02282 -4.43295 -3.28346
H -0.78746 0.38131 -7.85365
H -1.63804 -0.80105 -6.79820
H -0.26130 -1.34238 -7.76944
H 1.00655 0.62117 -6.40596
H -0.37822 0.57308 -5.31581
H 1.51523 -0.73461 -4.41326
H 1.66892 -1.55712 -5.82784
H -0.55028 -1.84671 -3.80117
H -0.72042 -2.62652 -5.37935
H 1.31857 -3.92616 -4.93137
H 1.58614 -3.01146 -3.50767
H 0.50111 -5.26539 -2.81375
H -0.49529 -3.90070 -2.45788
H -0.88555 -4.85647 -3.79769
C -2.13440 2.26322 3.01321
C -1.51000 0.96103 2.47408
C -0.86116 1.12307 1.05721
C -0.17184 -0.09734 0.54572
C 0.53457 0.15862 -0.78322
C 1.57854 -0.94361 -1.10672
H -3.03471 2.54507 2.46723
H -1.41978 3.07624 2.88516
H -2.51657 2.16824 4.02959
H -0.71560 0.75543 3.19155
H -2.26963 0.18097 2.42360
H -0.17885 1.97292 1.07474
H -1.56096 1.59180 0.36534
H 0.55744 -0.28444 1.33392
H -0.81575 -0.96834 0.42393
H -0.20002 0.25999 -1.58210
H 1.14155 1.06025 -0.70113
H 2.42619 -0.96320 -0.42172
H 1.03837 -1.86341 -0.88251
H 1.93787 -0.95203 -2.13575
C -2.42009 5.10708 4.96148
O -2.43466 6.01224 6.04027
C -2.80565 7.34335 5.71456
C -1.86360 7.99073 4.66803
O -1.97248 7.39913 3.37939
C -0.89108 7.71917 2.51155
H -2.71937 4.09960 5.25048
H -1.40837 4.94783 4.58846
H -3.12418 5.48994 4.22272
H -2.81051 7.91403 6.64321
H -3.83932 7.44208 5.38310
H -0.87942 7.85581 5.11666
H -2.10790 9.05260 4.63867
H 0.10378 7.62348 2.94652
H -1.05513 8.73246 2.14489
H -0.95130 7.11364 1.60723
C 0.04085 -2.81268 3.83688
O -0.21969 -3.15969 2.47939
C -1.59530 -3.24407 2.09611
C -1.65102 -3.72166 0.66908
O -1.65980 -5.16043 0.45450
C -0.37354 -5.76844 0.63156
H -0.24937 -3.53013 4.60445
H -0.31870 -1.84209 4.17859
H 1.12089 -2.90511 3.95126
H -2.09028 -2.27345 2.12743
H -2.10488 -3.88039 2.81966
H -0.87063 -3.19689 0.11798
H -2.60388 -3.44578 0.21736
H -0.40287 -6.85138 0.51120
H 0.05502 -5.69922 1.63138
H 0.33242 -5.33859 -0.07904
C 0.56803 3.82157 -1.10543
O 1.54624 3.73769 -2.11138
C 1.05468 3.53110 -3.38979
C 2.19901 3.26592 -4.47221
O 3.02947 4.43068 -4.66690
C 3.93157 4.74491 -3.58808
H 1.08068 3.74569 -0.14650
H -0.17392 3.02339 -1.12801
H 0.03653 4.77052 -1.17677
H 0.46949 4.39717 -3.69892
H 0.34203 2.71900 -3.53374
H 1.79481 3.01026 -5.45168
H 2.77221 2.41322 -4.10828
H 4.62495 3.91148 -3.47526
H 3.42870 4.94819 -2.64262
H 4.50824 5.61689 -3.89660
```

Calculated values
calculated total energy	-2348.4826	Eh
lowest unoccupied orbital energy	0.52	eV
SMILES string	CCCCCC.CCCCCC.CCCCCC.CCCCCC.CCCCCC.CCCCCC.COCCOC.COCCOC.COCCOC
max |F|	2.602	eV Å⁻¹
highest occupied orbital energy	-9.500	eV
orbital gap	10.019	eV